1.
Below is the ion C5H6N with charge +1 at a distorted geometry, with properties calculated with ωB97M-V/def2-TZVPD.

Strongest force on any atom = 2.69 eV/A
HOMO energy = -15.29 eV
Total charge = +1
E_tot = -248.332394 Eh
Relative energy (zero: lowest compared OMol25 entry of this formula, charge and spin) = 743.79 kJ/mol
Gap between HOMO and LUMO = 9.0 eV
Molar mass = 80.1 g mol⁻¹

Atoms and positions in Å:
C: 0.21226 -1.48748 0.50732
C: -0.24381 -2.33974 1.32749
C: -0.86719 0.74294 -0.09370
C: 0.47160 1.24932 0.38090
C: -0.41662 -0.61815 -0.56873
N: 1.00036 -0.63551 -0.26109
H: -1.62159 0.70032 0.69397
H: -1.26009 1.33466 -0.92228
H: 1.07171 1.87131 -0.26649
H: 0.71094 1.23442 1.43631
H: -0.85511 -1.13422 -1.41636
H: 1.79753 -0.91787 -0.81735

=====

2.
Below is a cluster of 2 separate species, C5H6N in total at a distorted geometry, with properties calculated with ωB97M-V/def2-TZVPD.

Strongest force on any atom = 5.31 eV/A
HOMO energy = -15.44 eV
Total charge = +1
E_tot = -248.435359 Eh
Relative energy (zero: lowest compared OMol25 entry of this formula, charge and spin) = 473.46 kJ/mol
Gap between HOMO and LUMO = 7.5 eV
Molar mass = 80.1 g mol⁻¹

Atoms and positions in Å:
C: -0.51094 -0.89061 0.00081
C: -1.88317 0.84773 0.04377
C: 0.27445 0.40546 0.00342
C: -1.81818 -0.61986 -0.19191
C: 1.66185 0.52233 -0.14321
N: -0.64917 1.33581 0.04784
H: -0.01596 -1.86677 0.02552
H: -2.65422 1.54732 0.36774
H: -2.77000 -1.67421 -0.52658
H: 2.01230 -0.23345 -0.92565
H: 2.15576 0.02381 0.62501
H: 2.16065 1.47613 -0.46451